The ion C24H34NO2 with charge +1, computed with ωB97M-V with the def2-TZVPD basis set.

```
61
Properties=species:S:1:pos:R:3:mulliken_charge:R:1
C 0.168 -0.342 0.571 0.2561
C -3.337 3.083 0.491 -0.5798
C 0.349 -0.151 -0.975 2.2734
H -1.906 3.010 2.115 0.3677
H 0.392 1.766 0.964 0.5864
C -0.276 0.954 1.259 -2.2028
C -1.941 2.777 1.048 -0.3860
H -0.316 -3.152 -2.676 0.5269
C 2.819 0.338 -1.265 -0.5722
H 4.406 0.084 2.492 0.4564
H 4.877 0.840 -1.502 0.4670
H 1.236 -1.341 -2.537 0.6150
C -2.810 -3.489 -1.746 -0.5461
H 3.031 -0.706 -1.103 0.4215
H 2.687 -3.819 2.336 0.4507
C -3.891 -3.809 -0.721 -1.3073
C 2.468 -0.048 1.611 -0.3583
C 1.506 0.798 -1.247 0.1855
N -1.656 1.338 0.867 0.6656
H -2.527 -0.513 1.410 0.2840
H -1.144 -1.639 -2.985 0.3055
C 3.865 1.215 -1.490 -1.0046
H -4.379 -2.899 -0.375 0.2582
H 2.113 4.073 -1.865 0.4392
C 3.596 -0.573 2.219 -1.0257
C 0.584 -1.512 -1.677 -0.7908
H 0.685 -2.894 1.281 0.3876
H 0.257 2.532 -1.482 0.4618
O -4.315 2.308 1.131 -0.4128
H -0.227 0.837 2.344 0.2499
H -4.869 0.415 1.498 0.4233
C -2.707 0.552 1.548 -0.3832
C 2.634 -2.761 2.131 -0.9453
H -4.647 -4.454 -1.157 0.4253
H -0.614 -1.095 0.695 0.6599
H 2.429 1.013 1.422 0.3485
H -1.677 1.113 -0.159 0.2393
C 1.505 -2.236 1.528 0.0803
H -0.817 0.505 -2.407 0.5495
C -0.665 -2.233 -2.202 -1.7360
C 3.686 -1.931 2.474 -0.6250
H -1.240 -3.133 -0.329 0.0031
C -1.715 -2.601 -1.156 0.9693
H 1.115 -2.170 -0.990 0.3676
H -3.598 4.125 0.678 0.4063
C 2.319 3.027 -1.692 -1.1037
H -4.111 0.661 -0.099 0.3194
H -3.261 -2.985 -2.604 0.3990
H -2.184 -1.694 -0.766 -0.3296
C 1.412 -0.877 1.246 -0.2596
H -3.350 2.899 -0.595 0.3058
C 1.271 2.152 -1.464 -0.0449
H -2.680 0.787 2.615 0.4381
H 4.568 -2.337 2.944 0.4308
H 4.439 3.242 -1.877 0.4476
H -3.464 -4.319 0.140 0.3249
C -4.071 0.935 0.967 -0.5836
H -1.190 3.370 0.525 0.3559
O -0.880 0.427 -1.449 -0.7576
C 3.621 2.561 -1.700 -0.5756
H -2.366 -4.418 -2.106 0.3782
```

Properties
**HOMO energy**: -11.7832 eV
**SMILES**: CCCCC[C@](O)(c1ccccc1)[C@H](C[NH+]1CCOCC1)c1ccccc1
**Net charge**: +1
**E_LUMO**: -2.15 eV